[1]
Here is a molecular structure, C32H28N6Ti from the Open Molecules 2025 dataset. Energies are from ωB97M-V/def2-TZVPD.

The value obtained for the lowest unoccupied orbital energy (alpha / beta) is 0.5758 / 0.5228 eV. The spin multiplicity is 3. Its HOMO-LUMO gap (alpha / beta) is 6.469 / 7.718 eV. Its total energy is -2414.19521 Eh.

```
67
C32H28N6Ti, DFT ωB97M-V/def2-TZVPD
Ti 0.61782 -0.64403 0.91035
C -3.08170 0.49097 -4.49613
C -2.59505 0.56850 -3.07426
C -2.11015 1.76240 -2.53962
C -1.59938 1.81896 -1.25918
C -1.55877 0.69546 -0.42530
N -0.95210 0.70118 0.84007
C -1.47181 1.50230 1.82754
C -2.64290 2.27316 1.66467
C -3.16806 3.05055 2.67438
C -2.58405 3.09954 3.93908
C -3.19023 3.90119 5.06095
C -1.45405 2.32720 4.12932
C -0.89072 1.56533 3.11001
N 0.29123 0.82001 3.44481
C 1.18473 1.19078 4.38487
C 1.94744 0.09261 4.70996
C 1.44343 -0.93216 3.90640
N 0.45163 -0.49634 3.13001
C -2.06104 -0.49410 -0.96686
C -2.55478 -0.55487 -2.26736
N -2.06389 -1.70114 -0.20373
C -3.03788 -2.63108 -0.16618
C -2.55474 -3.71007 0.53535
C -1.25606 -3.34295 0.90107
N -0.96393 -2.12624 0.45372
H -3.53993 1.43057 -4.80377
H -3.81580 -0.30462 -4.62241
H -2.25135 0.29053 -5.17683
H -2.11176 2.65834 -3.14941
H -1.20151 2.74946 -0.87354
H -3.14980 2.24664 0.71062
H -4.06724 3.62489 2.48076
H -3.85666 4.66768 4.66633
H -2.42382 4.39612 5.65852
H -3.77409 3.26607 5.73097
H -1.00035 2.28855 5.11298
H 1.21715 2.20076 4.75365
H 2.75858 0.04740 5.41452
H 1.78326 -1.95126 3.81347
H -2.89671 -1.51157 -2.64838
H -3.99387 -2.44879 -0.62553
H -3.07292 -4.62368 0.76542
H -0.52941 -3.89123 1.47733
N 0.77020 -2.03293 -2.27203
C 1.76840 -1.68178 -3.17998
C 1.55316 -1.87309 -4.54626
C 2.52683 -1.56123 -5.47607
C 3.74122 -1.04174 -5.05190
C 3.95990 -0.85874 -3.69665
C 3.00653 -1.18477 -2.72976
C 3.34197 -0.95411 -1.28961
C 4.67177 -1.15491 -0.91433
C 5.15583 -0.80072 0.33982
C 4.30961 -0.18960 1.24317
C 2.97312 -0.03696 0.87294
C 2.41090 -0.45386 -0.34322
H -0.15565 -1.96410 -2.66947
H 0.85334 -1.47380 -1.42844
H 0.59896 -2.27725 -4.86765
H 2.33486 -1.71410 -6.53078
H 4.50535 -0.77021 -5.76815
H 4.89574 -0.42143 -3.37200
H 5.34892 -1.61023 -1.62725
H 6.19253 -0.98414 0.59305
H 4.66684 0.15730 2.20503
H 2.35089 0.51939 1.60089
```

Atomic partial charges in e from the Löwdin method, atoms 1 to 5: 0.84 -0.05 -0.27 -0.03 -0.01

=====

[2]
Here is 3 unconnected molecules or ions with the total composition C3H10NO3S in a non-equilibrium geometry from the Open Molecules 2025 dataset. Energies are from ωB97M-V/def2-TZVPD.

The value obtained for the lowest unoccupied orbital energy is 3.7225 eV. Its HOMO-LUMO gap is 6.590 eV. Its total energy is -799.00399 Eh. As for the charge: -1.

```
18
C3H10NO3S, DFT ωB97M-V/def2-TZVPD
C -1.42119 0.07747 -1.08872
C -0.86675 1.34556 -0.54970
S 0.39783 2.24745 -1.35925
C -1.27128 -0.94963 -0.02261
N -0.99153 -2.24825 -0.51659
O -1.53777 -0.80158 1.18532
H -0.74253 -0.20787 -1.87160
H -2.42308 0.13286 -1.51293
H -0.53331 1.20030 0.48682
H -1.92495 1.90916 -0.44273
H -0.52207 -2.86255 0.16582
H -0.62991 -2.36509 -1.33993
H 1.02304 -1.23270 1.85107
H 2.18175 -0.32299 1.26834
O 1.92626 -1.22725 1.38894
H 1.89741 2.28675 0.86954
H 2.96544 1.46011 0.32697
O 2.47265 1.55827 1.16125
```

Atomic partial charges in e from the Löwdin method, atoms 1 to 5: -0.25 -0.85 0.22 -0.49 0.16

=====

[3]
Here is 2 unconnected molecules or ions with the total composition C3H8O2S2 in a non-equilibrium geometry from the Open Molecules 2025 dataset. Energies are from ωB97M-V/def2-TZVPD.

The value obtained for the lowest unoccupied orbital energy (alpha / beta) is -0.7219 / -0.7233 eV. Its HOMO-LUMO gap (alpha / beta) is 7.817 / 7.814 eV. Its total energy is -1065.85925 Eh.

```
15
C3H8O2S2, DFT ωB97M-V/def2-TZVPD
C -0.85655 1.47592 0.40768
C -0.29170 0.12754 0.91150
C 0.89669 -0.27738 0.03043
O -1.07127 -0.98244 1.01943
O 1.76887 0.60134 -0.43252
S 1.55947 -1.88387 0.41462
S -0.22387 -1.02511 -2.21840
H -1.83650 1.30561 -0.15445
H -1.26285 2.20802 1.09596
H -0.13470 2.06309 -0.20905
H 0.11943 0.21851 1.96998
H -1.04626 -1.49720 0.12732
H 2.62245 0.25879 -0.79172
H 0.57830 -2.68169 0.01168
H -0.82150 0.08887 -2.18245
```

Atomic partial charges in e from the Löwdin method, atoms 1 to 5: -0.04 -0.50 -0.73 -0.11 -0.01

=====

[4]
Here is a molecular structure, Br2OS2 in a non-equilibrium geometry from the Open Molecules 2025 dataset. Energies are from ωB97M-V/def2-TZVPD.

The value obtained for the lowest unoccupied orbital energy is -1.9667 eV. Its HOMO-LUMO gap is 7.036 eV. Its total energy is -6019.57156 Eh.

```
5
Br2OS2, DFT ωB97M-V/def2-TZVPD
O 0.14421 0.74325 -0.14426
S 0.97454 -0.18641 -0.96805
S -1.59853 0.02120 0.96100
Br 2.48223 -1.11194 0.35360
Br -1.54761 -1.78842 -0.03636
```

How positive or negative is each atom? The Löwdin charges in e answer that: -0.95 0.34 0.18 0.21 0.22

=====

[5]
Here is a single C3HBrClIN2 molecule in a non-equilibrium geometry from the Open Molecules 2025 dataset. Energies are from ωB97M-V/def2-TZVPD.

The value obtained for the lowest unoccupied orbital energy (alpha / beta) is 0.4425 / -2.7898 eV. The spin multiplicity is 3. Its HOMO-LUMO gap (alpha / beta) is 8.287 / 6.696 eV. Its total energy is -3556.14893 Eh.

```
9
C3HBrClIN2, DFT ωB97M-V/def2-TZVPD
C 1.21610 -0.11092 -0.08760
C 0.84450 1.13281 -0.07610
C -0.86073 -0.81302 -0.05101
N 0.37410 -1.18499 -0.02357
N -1.29266 0.39591 0.09177
Cl 1.12546 2.71227 0.15955
Br 3.07374 -0.64028 -0.20990
I -2.31468 -2.34580 -0.10188
H -2.16581 0.85400 0.29874
```

Atomic partial charges in e from the Löwdin method, atoms 1 to 5: -0.81 -0.62 -0.98 0.01 0.08